No. 1
Computed, not measured: a molecular structure, C20H28BiCl2N2O2 at a distorted geometry, with ωB97M-V with the def2-TZVPD basis set.

Last column: Mulliken charge in e.
CARTESIAN COORDINATES (ANGSTROEM)
1 Bi -0.0014 -0.0009 0.6426  0.75
2 Cl 1.7953 -0.2166 -1.2737  -0.62
3 N 0.1186 2.2458 0.4971  0.06
4 N -0.0394 -2.2515 0.8041  0.01
5 C -0.8839 3.0333 0.1700  0.61
6 C -0.8781 -3.0763 0.2088  0.52
7 C 1.2043 2.9737 1.1766  1.49
8 C 0.5062 4.2964 1.4443  -0.83
9 C 2.3622 3.0579 0.1934  -1.53
10 C 1.6656 2.2548 2.4457  -1.61
11 H 1.9828 3.1035 -0.8317  0.24
12 H 2.9921 2.1651 0.2505  0.37
13 H 2.9566 3.9472 0.4078  0.38
14 H 0.9121 2.3107 3.2313  0.45
15 H 2.5915 2.7085 2.8093  0.46
16 H 1.8967 1.1890 2.2930  0.03
17 C 0.9174 -2.9594 1.6755  1.49
18 C 0.7049 -4.3831 1.1908  -0.83
19 C 0.5097 -2.7259 3.1214  -1.63
20 C 2.3385 -2.4405 1.4782  -1.74
21 H 2.6139 -2.4191 0.4235  0.42
22 H 3.0361 -3.0811 2.0244  0.47
23 H 2.4826 -1.4227 1.8645  0.19
24 H -0.5402 -2.9950 3.2575  0.40
25 H 0.6096 -1.6740 3.4104  0.26
26 H 1.1352 -3.3265 3.7833  0.43
27 O -0.5852 -4.3527 0.4135  -0.51
28 H 0.5996 -5.1299 1.9751  0.31
29 H 1.4821 -4.6735 0.4776  0.37
30 O -0.7231 4.2835 0.5764  -0.51
31 H 1.0808 5.1889 1.2029  0.25
32 H 0.1348 4.3432 2.4723  0.38
33 C -2.0940 2.5197 -0.5633  -1.85
34 C -2.0408 -2.5946 -0.6173  -1.67
35 C -1.8172 -1.2798 -1.3509  0.11
36 H -2.8727 -2.4444 0.0873  0.41
37 H -2.3200 -3.4082 -1.2971  0.31
38 C -2.1711 -0.0383 -0.7346  0.33
39 C -1.8547 1.2238 -1.3280  -0.16
40 H -2.6983 -0.0540 0.2230  0.49
41 C -1.2893 1.2279 -2.5990  1.68
42 C -1.0302 0.0053 -3.2362  -1.25
43 C -0.9000 2.5129 -3.2661  -1.78
44 C -1.2512 -1.2363 -2.6223  1.52
45 H -0.5915 0.0227 -4.2263  0.15
46 C -0.8065 -2.4922 -3.3088  -1.96
47 H -0.4880 -2.2747 -4.3314  0.43
48 H -1.6064 -3.2397 -3.3513  0.32
49 H 0.0479 -2.9485 -2.7898  0.25
50 H -1.7147 3.2459 -3.2535  0.32
51 H -0.6199 2.3298 -4.3066  0.44
52 H -0.0328 2.9782 -2.7751  0.18
53 H -2.4631 3.3258 -1.2093  0.33
54 H -2.8524 2.3286 0.2077  0.43
55 Cl -1.5113 0.3179 2.8326  -0.59

Output
Frontier orbital gap (alpha / beta) (eV): 3.713 / 3.712
Total energy (hartree): -2173.9266
Multiplicity: 1
Molar mass (g/mol): 608.34
HOMO level (alpha / beta) (eV): -0.80 / -0.80
Charge: -1

No. 2
Computed, not measured: 2 unconnected molecules or ions with the total composition C20H28BrN2O6 at a distorted geometry, with ωB97M-V with the def2-TZVPD basis set.

Last column: Mulliken charge in e.
CARTESIAN COORDINATES (ANGSTROEM)
1 C 0.2623 0.3831 -5.1199  -1.79
2 C 0.1400 -0.8966 -4.3147  1.73
3 C -1.2349 -1.4939 -4.5103  -1.70
4 C 1.2085 -1.8802 -4.7528  -1.51
5 O 0.3997 -0.6423 -2.8769  -0.12
6 C -0.4238 0.2329 -2.2651  0.44
7 N 0.1057 0.5146 -0.9085  0.78
8 N -0.4490 1.6108 -0.5623  -0.97
9 C -0.6743 1.8056 0.8084  0.62
10 O -0.2558 1.1541 1.7538  -0.48
11 O -1.4481 2.9176 0.9151  -0.43
12 C -1.5258 3.5424 2.2578  1.87
13 C -0.1396 3.9260 2.7391  -1.65
14 C -2.1840 2.6223 3.2628  -1.23
15 C -2.3874 4.7785 2.0304  -1.77
16 O -1.4566 0.6816 -2.7185  -0.56
17 H 1.2469 0.8420 -4.9682  0.36
18 H 0.1531 0.1664 -6.1901  0.44
19 H -0.5265 1.0839 -4.8302  0.42
20 H -1.3460 -2.4091 -3.9163  0.36
21 H -1.9914 -0.7636 -4.2092  0.39
22 H -1.3848 -1.7512 -5.5668  0.44
23 H 1.1499 -2.8185 -4.1902  0.19
24 H 1.0907 -2.1164 -5.8188  0.44
25 H 2.2101 -1.4588 -4.6077  0.38
26 H 0.3496 4.5874 2.0131  0.35
27 H -0.2081 4.4554 3.6971  0.46
28 H 0.4689 3.0259 2.8827  0.30
29 H -3.1967 2.3525 2.9378  0.34
30 H -1.5836 1.7150 3.3823  -0.01
31 H -2.2605 3.1225 4.2383  0.44
32 H -3.3904 4.4900 1.6933  0.39
33 H -2.4919 5.3629 2.9524  0.39
34 H -1.9411 5.4226 1.2637  0.40
35 C -0.2838 -0.2619 5.4692  -1.31
36 C -0.5752 -1.0858 4.2409  -0.14
37 O 0.5221 -0.9198 3.3305  -0.33
38 C 0.2541 -1.5053 2.1340  0.35
39 C 1.1598 -1.0840 1.0645  -0.86
40 C 1.6551 -2.0119 0.1438  1.16
41 C 0.9693 -3.2402 -0.1177  -0.60
42 C 1.4162 -4.1091 -1.1001  -0.47
43 C 2.5800 -3.8001 -1.8268  -0.13
44 Br 3.0970 -4.9084 -3.2745  -0.22
45 C 3.3272 -2.6442 -1.5273  -0.39
46 C 2.8646 -1.7505 -0.5773  -0.52
47 O -0.6883 -2.2937 2.0199  -0.79
48 H -1.1595 -0.2577 6.1248  0.37
49 H 0.5538 -0.6864 6.0336  0.37
50 H -0.0398 0.7755 5.2102  0.24
51 H -0.6762 -2.1485 4.5046  0.35
52 H -1.5007 -0.7505 3.7496  0.26
53 H 1.6535 -0.1350 1.1968  0.41
54 H 0.0660 -3.4470 0.4515  0.47
55 H 0.8628 -5.0162 -1.3256  0.38
56 H 4.2470 -2.4530 -2.0732  0.37
57 H 3.4098 -0.8317 -0.3527  0.32

Output
Frontier orbital gap (eV): 4.170
Total energy (hartree): -3913.8544
Multiplicity: 1
Molar mass (g/mol): 472.36
HOMO level (eV): -2.54
Charge: -1

No. 3
Computed, not measured: a molecular structure, C20H28BrN2O6PtSi2 at a distorted geometry, with ωB97M-V with the def2-TZVPD basis set.

Last column: Mulliken charge in e.
CARTESIAN COORDINATES (ANGSTROEM)
1 Pt -0.9695 -0.7752 -0.4101  2.24
2 C 0.2782 2.9787 0.8078  -0.83
3 C -0.8722 2.2822 1.4305  -0.16
4 N -1.4472 1.1983 0.9667  -0.30
5 C -2.4804 0.8925 1.8007  0.10
6 C -2.5284 1.8295 2.8153  0.16
7 N -1.4974 2.7001 2.5519  -0.04
8 C -3.3248 1.9819 4.0591  0.51
9 O -4.2622 1.1038 4.2749  -0.59
10 O -3.0542 2.8872 4.8263  -0.68
11 C -3.3473 -0.3183 1.5523  0.88
12 O -4.3044 -0.4987 2.3386  -0.87
13 O -3.0417 -1.0721 0.6142  -0.78
14 H 0.4759 2.5233 -0.1564  -0.20
15 H 1.1708 2.9025 1.4275  0.32
16 H 0.0501 4.0331 0.6650  0.44
17 H -1.2847 3.4964 3.1346  0.22
18 H -4.3571 0.4016 3.4780  0.44
19 Br 2.6866 2.3778 -2.4330  -0.20
20 C 0.8865 2.4921 -3.0766  -0.60
21 C 0.5611 3.4963 -3.9713  -0.44
22 C -0.7570 3.6051 -4.3871  -0.48
23 C -1.7119 2.7195 -3.9253  -0.63
24 C -1.3553 1.6905 -3.0634  0.21
25 C -0.0450 1.5808 -2.6211  0.59
26 C -2.4417 0.6753 -2.6782  0.00
27 O -3.6026 1.0071 -2.8709  -0.75
28 O -2.0330 -0.4652 -2.3044  -0.79
29 H 1.3158 4.1786 -4.3375  0.40
30 H -1.0229 4.3952 -5.0731  0.37
31 H -2.7480 2.7933 -4.2218  0.51
32 H 0.2288 0.7844 -1.9300  0.46
33 C 3.6815 -1.4874 -1.3798  -1.11
34 Si 1.8434 -2.0459 -1.3017  0.34
35 C 1.0714 -1.6346 -3.0111  -0.99
36 C 1.8588 -3.9536 -1.2182  -1.20
37 C 1.0101 -1.1383 0.1555  -0.58
38 Si 0.9976 -1.8778 1.9136  0.24
39 C 2.0823 -0.7412 3.0257  -1.20
40 C -0.7164 -1.9617 2.7599  -1.15
41 C 1.7290 -3.6287 2.1671  -1.23
42 H 4.1903 -1.9466 -2.2211  0.35
43 H 4.2174 -1.7555 -0.4747  0.33
44 H 3.7608 -0.4127 -1.5026  0.18
45 H 1.2082 -2.4641 -3.6981  0.46
46 H 1.5326 -0.7573 -3.4543  0.25
47 H 0.0005 -1.4570 -2.9274  0.32
48 H 2.1493 -4.3566 -2.1833  0.41
49 H 0.8780 -4.3477 -0.9790  0.32
50 H 2.5610 -4.3336 -0.4869  0.33
51 H 1.4815 -0.1514 0.2358  0.28
52 H 1.6121 0.2297 3.1456  0.32
53 H 3.0721 -0.5795 2.6111  0.31
54 H 2.1985 -1.1722 4.0157  0.36
55 H -0.9691 -1.0167 3.2263  0.26
56 H -0.7264 -2.7242 3.5337  0.49
57 H -1.5101 -2.1952 2.0590  0.35
58 H 2.7670 -3.6979 1.8640  0.29
59 H 1.1718 -4.3800 1.6216  0.36
60 H 1.6821 -3.8898 3.2206  0.37

Output
Frontier orbital gap (alpha / beta) (eV): 6.499 / 6.494
Total energy (hartree): -4612.3546
Multiplicity: 1
Molar mass (g/mol): 723.61
HOMO level (alpha / beta) (eV): -5.34 / -5.34
Charge: -1

No. 4
Computed, not measured: 3 unconnected molecules or ions with the total composition C20H28Cl4N2O2 at a distorted geometry, with ωB97M-V with the def2-TZVPD basis set.

Last column: Mulliken charge in e.
CARTESIAN COORDINATES (ANGSTROEM)
1 C -1.3127 4.2066 -1.8853  -0.67
2 C -2.1304 2.8415 -2.0933  0.51
3 O -3.3400 2.7633 -2.4349  -0.55
4 O -1.4271 1.6255 -1.8163  -0.30
5 C -1.1053 0.9018 -3.0508  -0.44
6 C -1.4704 -0.6747 -2.9795  -0.70
7 C -1.4051 -1.1065 -1.4022  -0.22
8 C -1.6228 -2.6880 -1.2142  -0.55
9 C -0.4669 -3.4496 -0.3958  -0.34
10 C 0.1625 -2.6234 0.8309  -0.38
11 C 1.6517 -2.0779 0.4645  0.14
12 C 2.1079 -1.8436 -1.0209  -0.13
13 C 3.5674 -1.3569 -1.3532  -0.65
14 C 4.5240 -1.1203 -0.1663  -0.33
15 C 4.1160 -1.2924 1.3596  0.44
16 N 5.1359 -0.9876 2.3285  -0.59
17 C 4.5747 -1.1568 3.6303  -0.14
18 C 3.1354 -1.6338 3.9793  -0.23
19 N 2.1744 -1.9691 2.9821  -0.35
20 C 2.6712 -1.7714 1.6457  0.10
21 H -0.2207 4.0270 -1.5612  0.22
22 H -1.2787 4.7660 -2.8882  0.29
23 H -1.8560 4.8317 -1.0801  0.18
24 H 0.0321 1.0598 -3.2143  0.21
25 H -1.6919 1.3884 -3.9028  0.42
26 H -2.4631 -0.9447 -3.4726  0.33
27 H -0.5670 -1.2189 -3.4631  0.24
28 H -0.4097 -0.7010 -1.0179  0.15
29 H -2.3260 -0.5913 -0.9225  0.32
30 H -1.6240 -3.1480 -2.2812  0.27
31 H -2.6520 -2.9740 -0.7725  0.17
32 H 0.3236 -3.8775 -1.1262  0.53
33 H -0.9680 -4.3905 0.0685  -0.24
34 H -0.4479 -1.6742 1.0951  0.35
35 H 0.2678 -3.2540 1.7780  0.52
36 H 1.3733 -2.0569 -1.8795  0.13
37 H 3.9280 -1.2081 -2.4395  0.31
38 H 5.6025 -0.7966 -0.4237  0.28
39 H 5.2769 -0.9375 4.5218  0.31
40 H 2.8402 -1.7204 5.0798  0.34
41 Cl -0.5029 6.1077 1.0068  -0.16
42 C 0.8414 7.2689 0.8682  -0.44
43 C 1.0620 7.7208 -0.5618  -0.48
44 Cl 1.6973 6.4121 -1.5901  -0.17
45 H 1.7357 6.8021 1.2852  0.32
46 H 0.5827 8.1270 1.4922  0.30
47 H 1.7981 8.5271 -0.5859  0.33
48 H 0.1391 8.0889 -1.0138  0.32
49 Cl -2.6393 -5.5306 1.4857  -0.15
50 C -3.8664 -4.7813 2.5377  -0.46
51 C -3.8893 -3.2741 2.3969  -0.41
52 Cl -2.4217 -2.5198 3.0616  -0.16
53 H -3.6637 -5.0874 3.5658  0.33
54 H -4.8327 -5.1962 2.2434  0.30
55 H -4.7364 -2.8620 2.9494  0.37
56 H -3.9839 -2.9692 1.3528  0.21

Output
Frontier orbital gap (eV): 7.520
Total energy (hartree): -2879.3849
Multiplicity: 1
Molar mass (g/mol): 470.27
Energy relative to the best compared isomer or geometry (same formula, charge and spin) (kJ/mol): 659.80
HOMO level (eV): -8.17